C4H12 | ωB97M-V/def2-TZVPD

As for the charge: -1. The value obtained for the frontier orbital gap (spin up / spin down) is 2.75 / 12.25 eV. The value obtained for the energy above the lowest of the compared OMol25 structures with the same formula, charge and spin is 18.3 kJ/mol. Its spin multiplicity is 2. The largest force on an atom is 0.89 eV Å⁻¹. The energy is -4340.84728 eV.

Element x y z (Å)
C (1.2324, 2.2431, -1.4926)
C (0.4012, 1.6875, -0.3529)
C (-1.1572, -1.9809, 0.2543)
C (-0.4353, -1.9502, 1.5970)
H (0.6876, 1.9967, 0.6584)
H (-1.9358, -1.2276, 0.1761)
H (0.2328, -1.1005, 1.7318)
H (-1.6212, -2.9433, 0.0974)
H (-0.6321, 2.0546, -0.3487)
H (0.1571, -2.8648, 1.6328)
H (0.4493, 0.6017, -0.3494)
H (-1.1325, -1.9820, 2.4369)
H (1.2151, 3.3398, -1.4699)
H (2.2483, 1.8635, -1.5260)
H (0.7863, 2.0094, -2.4632)
H (-0.4959, -1.7471, -0.5820)

Löwdin population analysis, charges in e, atoms 1 to 4:
1. C -0.36
2. C -0.35
3. C -0.35
4. C -0.30